1.
ORCA calculation (ωB97M-V/def2-TZVPD) on C4H7NO2 in the gas phase at a distorted geometry.

Values from the calculation:
structure (SMILES): C#CN(OC)OC
molar mass: 101.10 g mol⁻¹
orbital gap: 9.68 eV
energy relative to the best compared isomer or geometry (same formula, charge and spin): 187.5 kcal per mole
total charge: 0

```
14
Properties=species:S:1:pos:R:3:forces:R:3:lowdin_charge:R:1
O -0.028869 -1.271288 1.045103 0.65 0.73 -1.10 -0.1111
O 0.268044 1.163221 0.680115 -1.11 -2.00 3.97 -0.1294
N -0.296030 -0.081337 0.320517 -1.68 -0.71 -2.49 -0.1733
C 0.749143 1.925488 -0.327453 2.35 -1.38 -3.67 -0.1357
C 1.037432 -2.027444 0.340970 0.43 2.39 -0.36 -0.0356
C -1.652448 -0.003682 0.033892 -1.57 0.92 0.04 -0.1255
C -2.836198 0.188433 -0.256414 1.39 -0.86 0.09 0.1078
H 1.860096 -1.279481 0.334636 0.06 -1.03 0.19 0.0872
H 0.544179 2.928540 -0.103313 -0.36 1.44 0.47 0.0564
H 0.153163 1.660694 -1.283043 1.47 0.49 1.07 0.1190
H 1.956141 1.832483 -0.407379 -2.73 -0.01 -0.31 0.1297
H -3.895535 0.181051 -0.610680 1.77 0.17 0.62 0.0455
H 1.194090 -2.872917 0.964192 0.37 -0.58 0.55 0.0683
H 0.946786 -2.343758 -0.731143 -1.06 0.44 0.94 0.0969
```
Forces are in eV/Å.


2.
ORCA calculation (ωB97M-V/def2-TZVPD) on 10 unconnected molecules or ions with the total composition C33H55N10O9 at a distorted geometry.

Values from the calculation:
molar mass: 735.86 g mol⁻¹
orbital gap: 3.23 eV
energy relative to the best compared isomer or geometry (same formula, charge and spin): 106.9 kcal per mole
total charge: +1

```
107
Properties=species:S:1:pos:R:3:forces:R:3:lowdin_charge:R:1
O 0.535647 -6.047132 -0.863849 -1.02 0.11 0.63 0.0206
O -0.586521 -2.601596 -4.778170 -0.60 0.46 -0.60 0.0652
O -1.314393 -1.606880 -3.068520 -0.58 0.53 1.97 0.0108
O 1.988444 -5.444148 -2.258496 2.08 2.98 -2.22 0.1015
O -2.234103 1.741579 2.712044 1.24 -0.12 -3.14 0.0672
O 0.509091 2.878538 -2.204046 -0.65 1.22 0.41 0.0539
O -1.290671 3.337284 -1.050825 1.59 0.08 -0.83 0.0244
O 0.431112 0.279418 -0.824981 0.60 -2.92 8.56 0.1348
O -2.986860 0.698168 4.447671 0.25 2.19 -1.55 0.0295
N 0.552408 -0.224095 0.509578 0.00 1.73 -9.63 0.1454
N 3.052317 -4.721611 3.576281 3.77 -0.58 0.83 -0.0724
N -4.947150 -3.922550 -4.065915 0.50 1.06 1.46 -0.0198
N -0.247173 3.664880 -1.645333 -2.25 -1.20 1.01 -0.4068
N 0.721357 6.721824 2.617214 1.42 0.46 0.20 -0.0556
N -2.752061 1.737715 3.758762 -0.38 -2.11 5.03 -0.4452
N 1.418904 -6.260714 -1.659603 -1.33 -2.58 1.27 -0.4929
N 3.677506 6.023411 -0.832685 1.06 1.19 -1.15 -0.0802
N -1.237224 -1.717907 -4.248432 1.05 0.59 -1.88 -0.4291
N -3.261581 2.001521 -3.632941 -0.49 -4.27 3.77 -0.0057
C 0.028553 5.136586 -1.638669 0.67 -2.23 7.60 0.0724
C -1.510365 -1.585250 0.141094 1.70 -2.53 -3.24 -0.0148
C 0.067324 5.520698 2.732496 3.18 -0.38 5.44 -0.1204
C 1.615382 0.375960 1.328934 -1.60 1.71 2.43 -0.3992
C 0.955102 -1.293196 3.125818 -1.43 -1.86 -4.17 -0.2020
C 5.592753 4.703083 -0.874336 -4.19 2.62 0.16 -0.0632
C 1.545442 -5.330042 1.913130 1.02 -0.54 1.23 -0.0967
C -0.167637 -1.474356 0.737120 0.87 -1.87 2.71 -0.3945
C -0.268369 -1.676943 2.279910 -0.61 7.93 -0.03 -0.0947
C -4.191475 0.182248 -2.288414 2.21 2.74 -1.56 -0.0847
C 1.815049 -5.148722 3.390952 -1.55 -0.27 -5.68 -0.1649
C 4.599983 3.994912 -0.013724 -0.31 4.90 -2.12 -0.0732
C -3.039514 3.045145 4.393370 2.38 2.87 -3.00 0.0460
C -4.126278 -3.341768 -3.066465 0.42 -3.70 0.88 -0.1729
C 2.831055 -5.125287 1.246066 1.93 0.58 3.33 -0.1024
C -3.617375 -4.310600 -2.153470 -0.61 -1.16 -1.28 -0.0770
C 3.790055 -4.750139 2.377670 -1.09 -0.26 -0.63 -0.1130
C 0.621699 4.828050 3.983318 -0.42 2.68 -2.43 -0.0814
C 1.644688 5.641914 4.549784 -6.04 3.63 -13.00 -0.0297
C -4.537244 1.785671 -4.003862 -1.78 -4.52 3.98 -0.1344
C 3.078830 -0.114344 1.060415 -4.54 3.34 -1.88 0.0569
C 0.746244 -2.588660 -0.004598 -1.17 -0.92 3.95 0.0605
C 4.939350 6.014751 -1.462834 1.01 -4.82 3.80 -0.0680
C 1.868636 -7.671356 -1.785737 -1.61 -0.49 -4.31 0.0572
C -5.150644 -5.247359 -3.856921 5.59 0.53 6.21 -0.0800
C 1.740884 6.828713 3.567810 -0.42 -0.36 1.73 -0.0794
C 3.413191 4.951253 -0.025512 2.96 -1.44 -0.59 -0.1516
C -4.255697 -5.653978 -2.623323 -1.94 7.45 -4.23 -0.0128
C -5.302750 0.681858 -3.223253 8.42 3.05 0.21 -0.0183
C -1.915915 -0.611497 -5.143694 0.11 0.33 1.68 0.0583
C -2.926571 1.034657 -2.578715 -3.74 -0.87 -0.80 -0.1107
C 1.519744 1.900926 1.096469 2.38 1.13 -3.73 -0.0390
C 1.205283 0.114208 2.851104 1.63 3.57 2.33 -0.1357
H -0.437390 5.146301 1.937835 -1.98 -1.07 -1.86 0.0356
H -4.233077 -6.615183 -2.325034 0.37 -2.83 1.34 0.0025
H 2.993110 6.838478 -0.953952 1.55 -1.93 0.32 0.1755
H 0.402579 -3.635951 -0.049869 -0.94 0.53 0.97 0.0944
H 2.553509 -7.729517 -1.041748 2.16 -0.70 2.33 0.0459
H -5.446178 -3.392415 -4.782052 0.37 -0.22 0.60 0.1497
H 0.688457 -1.623239 4.054832 -0.22 -0.11 2.89 0.0964
H -2.740244 -3.970953 -1.288788 -3.02 -1.52 -2.75 0.1400
H 3.248424 -0.953395 1.464760 0.93 -6.46 3.71 0.0102
H 2.374729 7.815876 3.547795 -1.38 -2.31 0.40 0.1296
H 3.740767 0.546000 1.435079 1.92 2.64 1.07 0.0735
H 1.739104 -2.003666 2.756994 0.07 0.87 0.44 0.1289
H -3.068718 -0.759825 -4.905255 2.56 1.23 -0.50 0.1300
H 2.107341 5.655700 5.336815 5.00 -0.43 8.37 -0.0218
H 1.898816 2.434064 1.944208 1.33 -0.10 0.52 0.0627
H -0.273338 5.470038 -2.488070 -2.25 2.56 -5.21 0.0274
H -2.574883 2.580445 -4.065670 -0.02 0.30 -0.26 0.1278
H -1.872522 0.961810 -2.237109 -1.23 0.03 -0.11 0.0687
H 3.186753 -5.270598 0.167461 -0.83 0.38 1.89 0.0950
H -1.281270 0.415457 -5.114183 -2.10 -2.24 1.11 0.1421
H -3.674202 2.929571 5.153751 -2.57 -0.75 2.83 0.0347
H 2.466509 5.119995 0.439394 -0.39 -1.09 0.75 0.0681
H 1.089595 -4.961036 4.083717 -1.75 -0.16 1.94 0.0646
H 1.666898 -2.680483 0.473414 1.87 0.20 0.44 0.0505
H -6.271721 0.336545 -3.370814 -1.37 -0.33 -0.20 0.0365
H 2.422262 -7.778516 -2.846178 -1.57 0.10 2.55 0.1594
H 1.072446 5.057138 -1.618911 1.75 0.94 0.17 0.0487
H 0.486603 7.525379 1.934467 0.65 -2.23 1.56 0.1877
H -4.150349 -0.652750 -1.465561 -0.39 1.88 -1.92 0.0999
H -1.252594 -1.039254 2.784623 2.61 -1.11 -1.88 0.1956
H 0.971661 -8.328043 -1.608332 1.20 0.62 -0.37 0.1220
H -1.616130 -0.896421 -6.097817 -0.26 -1.05 -1.85 0.0355
H 2.257976 2.071820 0.035948 -2.37 0.15 3.33 0.1669
H 0.593107 2.515957 1.027489 -0.16 -1.59 -0.63 0.0811
H -1.279663 -2.153584 -0.878513 -1.87 1.87 1.84 0.1150
H 3.591068 -4.749452 4.563437 -1.96 0.30 -3.24 0.2225
H -2.199299 -2.063897 0.773664 -0.30 -1.86 0.89 0.0897
H 4.901795 -4.526751 2.587692 -1.95 -0.53 -1.32 0.1148
H -5.846164 -5.794986 -4.356294 -1.58 -1.45 -1.47 0.0570
H -4.869615 2.291303 -4.791197 -1.72 2.09 -3.02 0.0441
H -1.970230 -0.685124 0.212888 -1.26 3.34 -1.32 0.0598
H 6.622521 4.377394 -0.893711 -0.04 0.23 -0.58 0.0624
H -3.525158 3.606339 3.538712 0.66 -0.24 1.22 0.1253
H 0.235595 3.943730 4.473571 -0.02 -0.10 -0.49 0.0578
H -0.535964 -2.528219 2.589097 -2.00 -7.30 1.11 0.0329
H -3.799534 -2.364103 -2.932089 -0.11 1.78 -0.82 0.0211
H 0.410109 1.029860 3.394262 2.04 -3.16 -2.13 0.2116
H 0.567277 -5.728749 1.343618 2.48 1.20 1.89 0.1194
H 3.245624 -0.339831 0.081905 0.36 0.20 -3.17 0.0839
H 4.961108 3.123783 0.565824 -1.16 0.69 -0.28 0.0752
H -2.127512 3.673347 4.828608 -1.49 -1.85 -1.47 0.1400
H 2.152536 0.261555 3.447467 -0.62 0.86 -0.83 0.1329
H 5.460623 6.902568 -1.811998 -0.50 -0.34 -0.22 0.0820
H 0.749228 -2.379440 -0.967438 0.62 1.74 -4.56 0.0348
H -0.450840 5.620089 -0.608432 1.22 -1.33 -3.17 0.1701
```
Forces are in eV/Å.


3.
ORCA calculation (ωB97M-V/def2-TZVPD) on C4H8N2 in the gas phase at a distorted geometry.

Values from the calculation:
structure (SMILES): CCNCC#N
molar mass: 84.12 g mol⁻¹
orbital gap: 10.42 eV
energy relative to the best compared isomer or geometry (same formula, charge and spin): 18.4 kcal per mole
total charge: 0

```
14
Properties=species:S:1:pos:R:3:forces:R:3:lowdin_charge:R:1
N 1.007412 1.002199 1.993273 0.46 -1.14 -0.28 0.1457
N 0.336318 -0.965296 -0.537498 -0.04 0.24 -0.09 -0.0804
C 1.075654 -1.269096 0.679116 -0.02 0.13 -0.03 -0.2186
C 1.170073 -0.037337 1.508032 -0.18 0.91 0.43 -0.2094
C -0.877921 -0.134340 -0.361539 -0.16 -0.41 -0.04 -0.2852
C -0.834752 1.343775 -0.760393 0.10 0.23 -0.06 -0.1050
H 0.954747 -0.555478 -1.227247 -0.04 0.00 0.08 0.1060
H 2.061980 -1.677894 0.424728 -0.19 0.30 0.10 0.1186
H -1.652276 -0.568500 -0.998944 -0.05 -0.15 0.14 0.0999
H -1.211329 -0.274939 0.674684 0.02 0.20 -0.21 0.1083
H -1.823883 1.774570 -0.558298 0.17 -0.09 -0.04 0.0739
H -0.099279 1.991431 -0.262013 -0.10 -0.51 0.01 0.0583
H 0.577212 -2.051110 1.270663 -0.03 0.29 -0.15 0.1192
H -0.683956 1.422016 -1.844564 0.06 0.01 0.15 0.0686
```
Forces are in eV/Å.


Number 1: HOMO level -8.7 eV, LUMO energy 1.005 eV. Number 2: HOMO level -9.2 eV, LUMO energy -5.992 eV. Number 3: HOMO level -9.5 eV, LUMO energy 0.947 eV.